135
Properties=species:S:1:pos:R:3 method="wB97M-V/def2-TZVPD" relative_energy_kj_mol=458.0 orbital_gap_ev=9.56 smiles=c1ccncc1.c1ccncc1.c1ccncc1.c1ccncc1.C1CCOC1.C1CCOC1.C1CCOC1.C1CCOC1.C1CCOC1.C1CCOC1.C1CCOC1
C 2.391 -4.764 4.430
C 1.327 -4.802 3.494
C 1.519 -4.257 2.216
N 2.651 -3.610 1.841
C 3.729 -3.678 2.713
C 3.634 -4.235 4.010
H 2.352 -5.196 5.419
H 0.365 -5.093 3.890
H 0.721 -4.242 1.488
H 4.628 -3.146 2.438
H 4.459 -4.302 4.704
C 1.127 -0.875 -0.060
C 1.836 -0.313 -1.143
C 1.349 0.941 -1.595
N 0.351 1.549 -1.107
C -0.336 0.961 -0.054
C 0.012 -0.263 0.469
H 1.407 -1.858 0.288
H 2.589 -0.900 -1.647
H 1.912 1.411 -2.387
H -1.240 1.488 0.211
H -0.652 -0.589 1.257
C 1.265 1.521 -7.136
C 0.567 0.321 -7.165
C -0.264 -0.051 -6.116
N -0.419 0.637 -5.006
C 0.222 1.827 -4.953
C 1.043 2.330 -5.995
H 1.923 1.737 -7.964
H 0.677 -0.435 -7.928
H -0.669 -1.052 -6.120
H 0.033 2.333 -4.018
H 1.349 3.361 -5.902
C 3.694 0.776 3.661
C 3.422 0.545 2.312
C 4.414 -0.147 1.627
N 5.623 -0.427 2.160
C 5.909 -0.032 3.448
C 4.941 0.498 4.245
H 2.888 1.225 4.222
H 2.540 0.920 1.814
H 4.396 -0.293 0.557
H 6.898 -0.300 3.788
H 5.026 0.910 5.240
C 3.149 -1.069 -4.787
C 3.768 -2.403 -5.240
C 4.848 -2.718 -4.185
O 4.849 -1.614 -3.348
C 4.292 -0.518 -3.994
H 2.271 -1.371 -4.216
H 2.924 -0.458 -5.661
H 4.132 -2.260 -6.257
H 2.912 -3.077 -5.212
H 5.834 -2.883 -4.619
H 4.517 -3.609 -3.651
H 5.143 -0.044 -4.484
H 4.046 0.319 -3.340
C -3.599 -1.888 1.762
C -2.581 -3.086 1.532
C -2.992 -4.126 2.584
O -4.324 -3.801 2.994
C -4.886 -2.720 2.258
H -3.773 -1.085 1.045
H -3.193 -1.373 2.632
H -1.511 -2.901 1.435
H -2.899 -3.444 0.553
H -2.387 -3.831 3.441
H -2.883 -5.097 2.101
H -5.614 -2.183 2.866
H -5.403 -3.006 1.341
C 1.037 6.944 -2.291
C 0.459 5.588 -2.418
C 0.979 4.920 -1.132
O 0.851 5.946 -0.148
C 0.804 7.220 -0.781
H 0.537 7.629 -2.977
H 2.106 7.053 -2.473
H 0.848 4.964 -3.222
H -0.616 5.669 -2.579
H 2.012 4.580 -1.209
H 0.344 4.051 -0.958
H 1.530 7.904 -0.343
H -0.177 7.665 -0.617
C 0.357 -4.539 -3.397
C -0.275 -5.555 -2.566
C -0.278 -5.114 -1.153
O 0.788 -4.155 -1.097
C 1.463 -3.915 -2.480
H -0.401 -3.762 -3.497
H 0.760 -4.878 -4.351
H 0.322 -6.456 -2.712
H -1.275 -5.867 -2.866
H -0.038 -5.920 -0.460
H -1.238 -4.608 -1.050
H 2.398 -4.471 -2.555
H 1.485 -2.849 -2.704
C -3.730 3.989 -2.187
C -5.090 4.595 -2.045
C -5.842 3.483 -1.382
O -5.310 2.294 -1.942
C -4.022 2.520 -2.346
H -2.967 4.225 -1.445
H -3.267 4.253 -3.137
H -5.732 4.871 -2.882
H -5.068 5.458 -1.380
H -6.928 3.450 -1.470
H -5.645 3.364 -0.317
H -4.036 2.316 -3.417
H -3.175 1.916 -2.021
C -3.965 2.661 3.626
C -2.891 3.621 4.110
C -2.856 4.570 2.947
O -2.934 3.684 1.823
C -3.379 2.423 2.240
H -5.021 2.899 3.756
H -3.982 1.793 4.285
H -1.895 3.179 4.083
H -3.112 4.206 5.003
H -1.926 5.138 2.917
H -3.700 5.237 3.125
H -2.698 1.573 2.220
H -4.156 2.225 1.501
C -1.034 -1.539 6.694
C 0.273 -1.515 5.990
C -0.057 -1.407 4.436
O -1.268 -0.640 4.528
C -2.036 -1.092 5.619
H -1.051 -0.969 7.623
H -1.210 -2.594 6.900
H 0.848 -2.438 6.052
H 0.875 -0.687 6.364
H -0.222 -2.329 3.878
H 0.646 -0.894 3.780
H -2.817 -1.803 5.350
H -2.654 -0.261 5.961

---

199
Properties=species:S:1:pos:R:3 method="wB97M-V/def2-TZVPD" total_charge=+2 s_squared=0.759 orbital_gap_ev="5.05 / 2.76" multiplicity=2
C -20.019 -23.543 -14.236
C -18.568 -23.231 -14.815
C -18.225 -21.740 -14.817
O -17.726 -21.063 -13.553
C -17.002 -19.821 -13.618
N -17.582 -24.117 -13.996
H -17.840 -25.094 -14.000
H -16.654 -24.061 -14.390
H -17.533 -23.864 -13.020
H -20.210 -24.585 -13.979
H -20.758 -23.076 -14.887
H -20.219 -23.113 -13.254
H -18.513 -23.722 -15.787
H -19.084 -21.246 -15.272
H -17.442 -21.624 -15.566
H -16.894 -19.398 -12.619
H -17.637 -19.096 -14.129
H -16.029 -20.008 -14.071
C -22.909 -25.390 -23.473
C -22.302 -24.199 -22.720
C -22.542 -22.791 -23.352
O -23.852 -22.195 -22.965
C -24.019 -20.800 -23.024
N -22.865 -24.280 -21.298
H -23.718 -23.738 -21.322
H -23.098 -25.224 -21.025
H -22.241 -23.837 -20.639
H -22.694 -26.381 -23.074
H -22.588 -25.431 -24.514
H -23.994 -25.296 -23.465
H -21.222 -24.295 -22.608
H -22.205 -22.606 -24.372
H -21.737 -22.269 -22.835
H -24.920 -20.535 -22.471
H -24.339 -20.505 -24.023
H -23.245 -20.057 -22.829
C -14.996 -20.330 -17.079
C -15.657 -19.591 -18.214
C -16.354 -20.346 -19.263
N -16.686 -19.529 -20.555
C -17.724 -20.330 -21.343
C -19.153 -20.297 -20.743
C -19.602 -18.867 -20.286
C -18.515 -18.217 -19.468
C -17.202 -18.107 -20.333
C -15.444 -19.351 -21.472
H -15.617 -21.001 -16.485
H -14.622 -19.636 -16.326
H -14.257 -21.026 -17.477
H -14.870 -18.998 -18.680
H -16.336 -18.984 -17.616
H -17.203 -20.848 -18.800
H -15.751 -21.185 -19.611
H -17.300 -21.326 -21.471
H -17.823 -19.902 -22.340
H -19.099 -20.935 -19.861
H -19.837 -20.701 -21.490
H -20.542 -18.967 -19.743
H -19.923 -18.203 -21.088
H -18.393 -18.766 -18.535
H -18.859 -17.208 -19.239
H -16.428 -17.489 -19.879
H -17.408 -17.784 -21.353
H -14.821 -18.741 -20.819
H -15.645 -18.692 -22.317
H -14.935 -20.240 -21.846
C -11.276 -20.397 -14.280
C -10.179 -21.009 -15.053
C -10.619 -22.114 -15.954
N -9.488 -22.550 -16.924
C -10.071 -23.785 -17.780
C -9.016 -24.492 -18.663
C -7.715 -24.921 -17.959
C -7.147 -23.760 -17.109
C -8.191 -23.057 -16.111
C -9.114 -21.414 -17.902
H -11.698 -21.131 -13.593
H -12.021 -20.086 -15.012
H -10.921 -19.621 -13.601
H -9.418 -21.346 -14.349
H -9.844 -20.096 -15.546
H -11.404 -21.677 -16.572
H -10.906 -23.061 -15.497
H -10.267 -24.606 -17.090
H -10.925 -23.477 -18.383
H -9.498 -25.315 -19.190
H -8.829 -23.828 -19.507
H -8.045 -25.601 -17.174
H -7.042 -25.233 -18.757
H -6.298 -24.144 -16.544
H -6.625 -22.996 -17.685
H -8.609 -23.765 -15.395
H -7.840 -22.183 -15.561
H -9.979 -20.879 -18.294
H -8.655 -21.877 -18.776
H -8.402 -20.807 -17.343
C -20.458 -16.990 -24.400
N -19.710 -16.002 -25.197
C -18.886 -15.120 -24.564
C -18.255 -14.065 -25.265
C -18.323 -14.028 -26.655
C -19.312 -14.920 -27.250
C -19.924 -15.928 -26.501
C -17.570 -13.112 -27.480
C -16.189 -13.079 -27.311
C -15.345 -12.227 -28.042
N -15.885 -11.265 -28.869
C -17.213 -11.322 -29.195
C -18.108 -12.210 -28.466
C -14.970 -10.436 -29.673
H -20.116 -17.989 -24.670
H -21.527 -16.781 -24.459
H -20.061 -16.969 -23.386
H -18.772 -15.343 -23.513
H -17.648 -13.389 -24.681
H -19.662 -14.765 -28.259
H -20.614 -16.591 -27.003
H -15.685 -13.753 -26.634
H -14.290 -12.293 -27.819
H -17.604 -10.602 -29.899
H -19.185 -12.181 -28.536
H -15.438 -9.462 -29.816
H -14.721 -11.086 -30.512
H -14.060 -10.264 -29.098
C -16.592 -14.119 -20.696
F -17.776 -14.013 -21.342
F -16.326 -12.942 -20.159
F -16.854 -15.056 -19.730
S -15.340 -14.776 -22.019
O -14.921 -13.532 -22.592
O -14.283 -15.381 -21.250
N -16.278 -15.919 -22.960
S -15.260 -16.405 -23.985
O -14.964 -15.314 -24.949
O -14.082 -17.129 -23.496
C -16.242 -17.772 -25.037
F -17.131 -18.334 -24.225
F -16.815 -17.067 -26.059
F -15.363 -18.640 -25.631
C -15.026 -25.450 -17.025
F -14.590 -25.587 -18.250
F -16.185 -24.815 -17.090
F -15.250 -26.657 -16.524
S -13.911 -24.291 -15.895
O -12.796 -25.225 -15.641
O -13.478 -23.130 -16.767
N -14.813 -24.009 -14.458
S -13.820 -23.183 -13.695
O -12.456 -23.768 -13.507
O -13.920 -21.802 -14.092
C -14.627 -23.215 -11.875
F -13.729 -22.481 -11.150
F -15.888 -22.842 -11.876
F -14.620 -24.479 -11.480
C -23.843 -13.732 -22.890
F -22.957 -12.989 -23.524
F -24.784 -12.921 -22.310
F -24.462 -14.543 -23.774
S -22.914 -14.717 -21.551
O -21.996 -15.692 -22.205
O -22.274 -13.752 -20.693
N -24.212 -15.465 -20.644
S -23.532 -16.717 -20.097
O -23.878 -17.967 -20.795
O -22.187 -16.612 -19.651
C -24.501 -17.047 -18.392
F -24.579 -15.938 -17.718
F -25.866 -17.465 -18.516
F -23.747 -17.818 -17.571
C -11.281 -23.223 -22.215
F -10.750 -24.087 -21.358
F -11.707 -22.110 -21.543
F -10.547 -22.834 -23.217
S -12.892 -24.116 -22.863
O -12.582 -25.201 -23.768
O -13.602 -24.366 -21.641
N -13.588 -22.857 -23.769
S -15.112 -23.283 -23.840
O -15.355 -24.736 -23.794
O -16.008 -22.473 -23.022
C -15.558 -22.749 -25.647
F -14.708 -23.391 -26.527
F -16.775 -23.321 -25.838
F -15.470 -21.396 -25.787
C -18.815 -24.138 -20.162
F -19.120 -23.543 -21.308
F -18.783 -25.408 -20.492
F -17.583 -23.768 -19.729
S -20.122 -23.661 -18.652
O -20.554 -24.961 -18.014
O -19.293 -22.854 -17.754
N -21.420 -22.823 -19.491
S -22.099 -21.948 -18.327
O -22.389 -22.819 -17.173
O -21.358 -20.826 -17.933
C -23.825 -21.309 -19.087
F -24.655 -22.288 -19.415
F -24.539 -20.715 -18.070
F -23.472 -20.516 -20.086